The following is a quantum chemistry calculation of a structure of composition C40H61FeN5PSi2, from the OMol25 dataset.

Output
Largest force on an atom   0.94 eV/A
Net charge   -1
DFT total energy   -4018.64073 a.u.
Spin multiplicity   5
Lowest unoccupied orbital energy (alpha / beta)   2.38 / 2.38 eV
E_HOMO (alpha / beta)   -2.30 / -2.79 eV

Last column: Mulliken charge in e.
Positions of all 110 atoms, in Å:
Fe 0.664 -0.781 0.440  1.79
N 2.886 -0.334 -0.992  0.11
C 3.758 0.708 -0.702  -1.14
C 5.131 0.504 -0.628  -0.18
C 5.992 1.552 -0.333  -0.87
C 5.483 2.826 -0.117  -0.90
C 4.119 3.037 -0.159  0.67
C 3.236 1.990 -0.441  -0.17
P 1.432 2.195 -0.486  1.85
C 1.144 3.279 0.973  -0.23
C -0.016 4.048 1.095  -0.57
C -0.384 4.592 2.311  -0.57
C 0.408 4.408 3.431  -0.71
C 1.587 3.682 3.314  -0.65
C 1.930 3.107 2.109  0.22
C 1.265 3.371 -1.896  0.71
C -0.013 3.758 -2.339  -0.15
C -0.196 4.399 -3.544  -0.91
C 0.882 4.653 -4.380  -0.66
C 2.152 4.250 -3.976  -0.89
C 2.333 3.611 -2.772  -0.80
H 3.344 -1.200 -1.228  0.03
H 2.138 -0.089 -1.630  0.16
H 5.527 -0.488 -0.796  0.42
H 7.059 1.377 -0.292  0.37
H 6.155 3.650 0.082  0.41
H 3.717 4.026 0.018  0.46
H -0.624 4.238 0.224  0.42
H -1.303 5.163 2.389  0.45
H 0.118 4.833 4.383  0.37
H 2.230 3.559 4.176  0.43
H 2.828 2.517 2.030  -0.06
H -0.871 3.559 -1.716  -0.01
H -1.191 4.703 -3.844  0.41
H 0.737 5.149 -5.329  0.37
H 3.004 4.445 -4.613  0.42
H 3.329 3.305 -2.489  0.33
C -0.727 -3.300 3.042  -0.57
Si -2.016 -3.007 1.666  -0.37
C -3.427 -4.312 1.872  -1.24
C -2.854 -1.341 2.088  -0.82
C -1.090 -2.793 0.056  1.74
C 0.140 -3.572 -0.054  -0.48
C 0.234 -4.919 0.341  -0.60
C 1.388 -5.638 0.117  -0.88
C 2.459 -4.992 -0.501  -0.85
C 2.302 -3.665 -0.843  -0.76
N 1.200 -2.947 -0.625  0.42
Si -2.008 -3.000 -1.547  0.12
C -3.592 -1.924 -1.679  -0.50
C -2.657 -4.798 -1.866  -1.34
C -0.839 -2.743 -3.052  -1.25
H -1.111 -3.114 4.041  0.64
H 0.080 -2.595 2.848  -0.46
H -0.302 -4.299 3.024  0.31
H -3.882 -4.255 2.858  0.35
H -3.074 -5.330 1.735  0.35
H -4.213 -4.142 1.143  0.32
H -3.494 -1.399 2.963  0.53
H -3.458 -1.011 1.252  0.00
H -2.082 -0.602 2.272  0.20
H -0.640 -5.393 0.762  0.42
H 1.449 -6.689 0.378  0.43
H 3.380 -5.516 -0.715  0.42
H 3.115 -3.157 -1.353  0.23
H -4.446 -2.443 -1.254  0.59
H -3.834 -1.694 -2.714  0.51
H -3.473 -0.994 -1.137  -0.44
H -3.395 -5.089 -1.126  0.29
H -1.834 -5.505 -1.793  0.32
H -3.106 -4.920 -2.848  0.37
H -0.048 -2.043 -2.810  0.10
H -1.349 -2.389 -3.945  0.43
H -0.358 -3.684 -3.301  0.45
C 3.058 -2.385 2.652  -1.27
C 2.524 -0.948 2.895  1.42
C 3.730 0.014 2.742  -1.46
C 2.015 -0.828 4.352  -1.58
N 1.485 -0.658 1.991  -0.55
H 4.035 -2.529 3.114  0.49
H 3.144 -2.538 1.578  0.01
H 2.366 -3.123 3.048  0.28
H 4.588 -0.339 3.314  0.58
H 3.466 1.003 3.103  0.11
H 4.008 0.080 1.696  0.23
H 2.823 -1.033 5.054  0.35
H 1.202 -1.528 4.524  0.25
H 1.638 0.179 4.520  0.31
C -5.159 1.558 -2.382  -1.43
C -3.731 2.112 -2.451  -0.76
N -2.975 1.906 -1.233  1.34
C -3.397 2.687 -0.085  -0.64
C -4.308 1.952 0.899  -1.15
C -1.858 1.109 -1.170  -0.40
C -1.296 0.593 -2.461  -0.93
N -1.227 0.791 -0.108  1.09
H -5.599 1.568 -3.378  0.44
H -5.792 2.161 -1.735  0.34
H -5.147 0.534 -2.017  0.26
H -3.776 3.188 -2.679  0.37
H -3.217 1.627 -3.277  0.47
H -3.917 3.573 -0.467  0.57
H -2.509 3.032 0.456  -0.20
H -5.213 1.609 0.406  0.27
H -4.588 2.624 1.709  0.52
H -3.802 1.091 1.327  0.06
H -1.042 1.412 -3.134  0.60
H -1.974 -0.102 -2.946  0.90
H -0.390 0.052 -2.201  -1.47
H -1.593 1.161 0.763  -0.30

Cartesian forces, eV/Å:
Fe -0.7 -0.6 0.0
N 0.2 0.1 -0.4
C -0.6 0.6 -0.1
C 0.5 0.1 0.1
C -0.4 -0.2 -0.1
C 0.3 0.2 0.1
C -0.2 -0.4 -0.2
C 0.4 0.1 0.1
P 0.2 0.5 0.1
C -0.3 -0.3 0.1
C 0.3 -0.1 -0.3
C -0.2 0.2 0.1
C 0.2 0.0 0.1
C -0.2 0.3 0.3
C 0.2 -0.1 -0.3
C -0.1 -0.3 -0.7
C 0.5 0.0 0.6
C -0.1 0.3 -0.4
C 0.2 -0.1 0.2
C -0.4 0.4 -0.6
C 0.0 0.0 0.6
H -0.2 0.0 0.0
H 0.2 -0.2 0.1
H 0.0 -0.1 0.0
H 0.0 0.0 0.0
H 0.0 0.0 0.1
H 0.0 0.0 0.0
H -0.1 0.0 0.0
H 0.0 0.0 0.0
H 0.0 0.0 0.0
H 0.0 -0.1 0.0
H 0.0 -0.1 0.1
H -0.2 -0.1 0.0
H -0.1 0.0 0.0
H 0.0 0.0 -0.1
H 0.1 0.0 0.0
H 0.0 0.0 0.0
C -0.4 -0.1 -0.5
Si 0.3 0.5 0.4
C 0.5 0.3 -0.3
C 0.2 -0.6 -0.1
C -0.8 -0.1 -0.1
C -0.3 0.4 -0.1
C 0.3 -0.3 -0.1
C -0.1 0.2 0.0
C 0.0 -0.1 0.0
C 0.0 0.0 -0.1
N 0.1 -0.3 0.1
Si 0.1 -0.3 0.1
C 0.6 -0.2 0.1
C 0.3 0.6 0.2
C -0.3 0.1 0.4
H -0.2 0.1 0.2
H 0.1 0.2 0.0
H 0.0 -0.2 0.0
H 0.0 0.1 0.2
H 0.1 -0.2 -0.1
H -0.2 0.0 -0.2
H -0.2 -0.1 0.2
H -0.2 0.1 -0.3
H 0.2 0.1 0.0
H 0.0 0.0 0.1
H 0.0 0.0 0.1
H 0.0 0.1 0.0
H 0.1 0.0 0.1
H -0.2 -0.2 0.1
H 0.0 0.0 -0.2
H 0.0 0.3 0.1
H -0.2 0.0 0.2
H 0.2 -0.1 0.0
H -0.1 0.1 -0.2
H 0.1 0.1 0.0
H -0.2 0.0 -0.2
H 0.1 -0.2 0.0
C 0.0 0.3 0.2
C -0.1 -0.1 0.0
C -0.2 -0.3 0.1
C 0.3 -0.1 -0.3
N -0.3 0.6 -0.2
H 0.2 -0.2 0.1
H 0.1 0.0 -0.1
H -0.2 -0.2 0.0
H 0.2 0.0 0.1
H -0.1 0.2 0.1
H 0.1 0.0 -0.1
H 0.1 0.0 0.3
H -0.1 -0.1 0.0
H 0.0 0.1 0.0
C 0.2 0.1 -0.1
C -0.2 -0.1 -0.2
N 0.0 0.3 0.0
C -0.1 -0.1 0.3
C 0.2 0.1 -0.1
C 0.0 -0.1 0.0
C 0.2 -0.1 0.1
N 0.4 -0.3 0.4
H -0.1 0.0 -0.1
H -0.1 0.0 0.1
H 0.0 -0.1 0.0
H 0.1 -0.1 0.0
H 0.0 0.1 0.0
H 0.1 0.0 0.0
H 0.0 0.0 -0.1
H -0.1 -0.1 0.0
H 0.0 0.0 0.1
H 0.0 -0.1 0.0
H 0.0 0.0 -0.1
H -0.1 -0.1 -0.1
H 0.0 0.0 -0.1
H -0.2 0.0 0.0